(1)
{"formula": "C3H10N2S2", "method": "wB97M-V/def2-TZVPD", "symbols": ["N", "C", "C", "N", "C", "S", "S", "H", "H", "H", "H", "H", "H", "H", "H", "H", "H"], "coordinates": [[3.7272, 0.1317, -0.0453], [2.4401, -0.3129, 0.5609], [1.2629, 0.2551, -0.2185], [1.2790, -0.1419, -1.6041], [-0.0342, -0.2143, 0.4516], [-1.4342, 0.2580, -0.5674], [-2.9950, 0.2240, 0.8645], [4.2962, -0.7059, -0.1354], [4.2395, 0.6734, 0.6418], [2.4102, -0.0704, 1.6229], [2.3841, -1.3977, 0.4493], [1.2470, 1.3443, -0.1465], [0.7566, -0.9684, -1.8547], [2.2203, -0.1385, -1.9708], [-0.0897, 0.2185, 1.4497], [0.0089, -1.3072, 0.5370], [-2.3687, -0.7382, 1.5539]], "forces_ev_per_angstrom": [[-0.052, -0.634, 0.557], [0.592, 0.027, -0.511], [-0.713, -0.219, 0.546], [0.082, 0.440, -0.356], [0.658, -0.176, -0.049], [-0.608, 0.234, -0.059], [0.696, -0.037, -0.174], [0.062, 0.194, -0.270], [-0.093, 0.284, -0.162], [-0.220, 0.076, 0.084], [-0.082, -0.080, 0.196], [0.283, 0.152, -0.120], [0.191, -0.120, 0.244], [-0.066, -0.077, -0.124], [-0.178, 0.073, -0.027], [-0.192, 0.054, 0.095], [-0.359, -0.191, 0.129]], "e_homo_ev": -8.2, "max_force_ev_per_a": 0.92, "smiles": "NC[C@@H](N)CSS", "gap_ha": 0.325, "multiplicity": 1, "total_charge": 0}

(2)
{"formula": "C3H10N2S2", "method": "wB97M-V/def2-TZVPD", "symbols": ["H", "N", "C", "N", "H", "H", "H", "C", "C", "S", "S", "H", "H", "H", "H", "H", "H"], "coordinates": [[1.8391, -1.3746, -2.1750], [1.3222, -0.6892, -1.6346], [1.5655, 0.4704, -2.0789], [0.9645, 1.5961, -1.5555], [2.2808, 0.6630, -2.8841], [0.0383, 1.3903, -1.2014], [0.9782, 2.3828, -2.1857], [-0.2506, -1.3500, 2.4235], [-0.5481, -0.3869, 1.2931], [-2.2980, -0.5228, 0.8172], [-2.3782, 0.7517, -0.7872], [-0.4312, -2.3734, 2.0909], [-0.8880, -1.1785, 3.2935], [0.7899, -1.2848, 2.7234], [0.0503, -0.6213, 0.4140], [-0.3538, 0.6491, 1.5678], [-2.6809, 1.8780, -0.1210]], "forces_ev_per_angstrom": [[0.077, -0.076, 0.146], [-0.142, -0.292, -0.089], [0.093, 0.251, -0.060], [0.107, -0.195, -0.422], [0.002, 0.111, 0.051], [-0.022, 0.134, 0.217], [-0.024, 0.075, 0.110], [-0.361, -0.293, -0.022], [0.123, 0.177, -0.200], [0.015, -0.051, 0.010], [-0.116, -0.043, 0.049], [0.029, -0.039, 0.018], [0.089, 0.090, 0.013], [0.137, 0.105, 0.060], [0.018, -0.031, 0.009], [-0.005, 0.019, 0.128], [-0.022, 0.057, -0.019]], "e_homo_ev": -8.9, "max_force_ev_per_a": 0.48, "smiles": "[H]/N=C/N.CCSS", "gap_ha": 0.347, "multiplicity": 1, "total_charge": 0}

(3)
{"formula": "C3H10N2S2", "method": "wB97M-V/def2-TZVPD", "symbols": ["N", "C", "C", "N", "C", "S", "S", "H", "H", "H", "H", "H", "H", "H", "H", "H", "H"], "coordinates": [[2.5563, 0.1261, 0.2708], [1.2621, -0.5809, 0.3111], [0.1193, 0.3921, -0.0348], [0.3572, 1.0963, -1.2823], [-1.2304, -0.3519, -0.0924], [-2.5980, 0.8384, -0.3355], [-4.2474, -0.3103, 0.2402], [3.1801, 0.0779, 1.0621], [3.0865, -0.3272, -0.4523], [1.1846, -1.0534, 1.2967], [1.2362, -1.4043, -0.4094], [0.0369, 1.0169, 0.8627], [1.0124, 0.5459, -1.8311], [0.9155, 1.9141, -1.0669], [-1.3326, -0.8939, 0.8479], [-1.3415, -0.9737, -0.9787], [-4.1973, -0.1121, 1.5917]], "forces_ev_per_angstrom": [[0.152, -0.222, -1.025], [0.434, -0.065, 0.631], [-0.596, -1.103, 0.759], [0.432, 0.515, 0.288], [0.266, 0.368, -0.268], [-0.440, -0.163, 0.617], [0.545, 0.380, 0.321], [-0.612, -0.190, 0.565], [0.386, 0.259, -0.412], [-0.606, 0.147, -0.076], [0.171, 0.013, -0.107], [0.081, 0.691, -0.564], [-0.256, -0.142, -0.189], [-0.097, 0.195, -0.045], [-0.386, -0.144, -0.185], [0.517, -0.512, 0.250], [0.010, -0.026, -0.559]], "e_homo_ev": -8.8, "max_force_ev_per_a": 1.47, "smiles": "NC[C@@H](N)CSS", "gap_ha": 0.350, "multiplicity": 1, "total_charge": 0}

(4)
{"formula": "C3H10N3", "method": "wB97M-V/def2-TZVPD", "symbols": ["C", "C", "C", "N", "N", "N", "H", "H", "H", "H", "H", "H", "H", "H", "H", "H"], "coordinates": [[1.4053, 1.6612, -0.3047], [-1.0021, -1.1813, -0.2413], [0.5410, -0.4438, 0.4215], [0.4180, 0.8774, -0.1177], [-1.5692, -0.0806, -1.0230], [0.7105, -0.5147, 1.7794], [1.2866, 2.6004, -0.7937], [2.3579, 1.1700, -0.3004], [-1.7239, -1.3044, 0.5785], [-0.8001, -2.0152, -0.8651], [1.3053, -1.1526, -0.0710], [-0.8237, 0.8006, -0.4118], [-1.2479, -0.0868, -2.0109], [0.1526, 0.2275, 2.3100], [-2.6162, -0.0160, -1.0156], [1.6059, -0.5415, 2.0658]], "forces_ev_per_angstrom": [[-0.900, -2.031, -1.214], [1.092, 2.405, 1.864], [-1.003, -3.785, -3.049], [0.172, 1.306, 0.542], [-0.908, 0.591, -0.822], [-5.037, 1.671, 1.321], [-0.204, 0.865, 0.237], [0.919, 0.359, 0.566], [0.697, -0.693, -0.118], [0.238, -0.940, 0.014], [-0.806, 1.614, 0.481], [-0.016, 0.473, -1.172], [-0.437, 0.040, 0.842], [1.143, -1.605, -0.842], [1.401, -0.109, 0.077], [3.650, -0.163, 1.273]], "e_homo_ev": -13.7, "max_force_ev_per_a": 5.47, "gap_ha": 0.349, "multiplicity": 1, "total_charge": 1}

(5)
{"formula": "C3H10N3", "method": "wB97M-V/def2-TZVPD", "symbols": ["C", "C", "C", "N", "N", "N", "H", "H", "H", "H", "H", "H", "H", "H", "H", "H"], "coordinates": [[0.2432, 1.6954, 0.5718], [1.1575, -1.2248, -0.6944], [-0.9778, -1.3171, 0.5840], [0.3164, 0.5650, 0.3281], [0.3872, 2.8058, 1.0858], [0.0022, -0.5764, -0.1520], [-0.7862, 0.3659, -2.2012], [1.7203, -0.5359, -1.4514], [1.6843, -1.5421, 0.1729], [0.8493, -2.0149, -1.4481], [-0.6688, -2.1660, 1.2790], [-1.7324, -0.7116, 1.0504], [-1.6348, -1.7656, -0.1578], [-0.1040, 3.6424, 0.6085], [0.6963, 2.7958, 2.0420], [-1.1526, -0.0158, -1.6177]], "forces_ev_per_angstrom": [[-0.374, -3.583, -1.550], [0.386, -0.354, -3.682], [-1.593, -2.293, 0.053], [-0.279, 1.111, -0.101], [-0.940, 5.240, 0.290], [0.345, -0.281, 1.059], [-0.980, -0.496, 0.648], [-0.790, -0.769, 2.008], [1.328, -0.807, -0.015], [0.162, 0.359, 1.555], [0.263, 1.384, -0.822], [0.332, 0.863, 0.675], [0.229, -0.629, -0.344], [1.335, -1.573, 1.510], [0.102, 0.867, 0.392], [0.475, 0.963, -1.677]], "e_homo_ev": -13.8, "max_force_ev_per_a": 5.33, "gap_ha": 0.373, "multiplicity": 1, "total_charge": 1}

(6)
{"formula": "C3H10N3", "method": "wB97M-V/def2-TZVPD", "symbols": ["C", "C", "C", "N", "N", "N", "H", "H", "H", "H", "H", "H", "H", "H", "H", "H"], "coordinates": [[1.9764, 0.0116, 0.1978], [-1.2430, -1.3737, 0.4560], [-1.2096, 1.1568, 0.4149], [0.8346, -0.2521, 0.0944], [3.2294, 0.0192, -0.0892], [-0.4149, -0.1090, 0.3214], [-1.3630, 0.4670, -2.2496], [-0.6620, -2.2061, 0.4814], [-1.7024, -1.4280, 1.4565], [-1.8378, -1.4571, -0.4936], [-0.5424, 1.9735, 0.3122], [-2.0119, 1.1323, -0.3687], [-1.6862, 1.3121, 1.4224], [3.5921, 0.1140, -0.9752], [3.8943, 0.1202, 0.6714], [-0.8536, 0.5194, -1.6522]], "forces_ev_per_angstrom": [[-0.042, -0.639, -0.680], [-0.829, 2.476, -0.842], [-0.621, -0.579, 0.689], [-0.416, 0.986, 1.053], [-0.092, 0.228, 2.794], [-2.149, -1.385, 0.761], [1.068, 0.055, 0.847], [2.364, -2.206, -0.272], [-0.632, 0.678, -0.778], [-0.190, 0.180, 1.418], [0.541, 0.869, -0.568], [0.880, 0.198, 0.930], [0.543, -0.774, -0.795], [0.646, 0.250, -2.535], [-0.101, -0.097, -0.112], [-0.968, -0.238, -1.910]], "e_homo_ev": -13.9, "max_force_ev_per_a": 3.24, "gap_ha": 0.369, "multiplicity": 1, "total_charge": 1}

(7)
{"formula": "C3H10N3", "method": "wB97M-V/def2-TZVPD", "symbols": ["C", "C", "C", "N", "N", "N", "H", "H", "H", "H", "H", "H", "H", "H", "H", "H"], "coordinates": [[1.3596, -0.5720, -0.1149], [-0.8061, -1.5776, 0.1264], [-1.8016, 1.1601, -0.0392], [2.2194, 0.6162, -0.1983], [0.0186, -0.3480, -0.0437], [-0.4377, 0.8482, -0.0027], [1.7097, -1.4920, 0.3874], [-1.1734, -1.9155, -0.8334], [-0.1614, -2.3768, 0.4441], [-1.6423, -1.3664, 0.7942], [-2.3758, 0.6637, 0.7184], [-1.7627, 2.1378, 0.4087], [-2.2185, 1.2450, -0.9940], [3.1653, 0.6236, 0.2833], [2.3095, 1.0158, -1.2157], [1.5976, 1.3380, 0.2795]], "forces_ev_per_angstrom": [[2.451, -1.080, 0.311], [0.110, 0.836, -0.608], [0.516, 1.055, 2.453], [-0.444, 1.890, -0.642], [-1.750, -4.693, -0.148], [1.585, 3.835, -0.077], [0.326, 0.910, -0.435], [-0.358, 0.125, -0.334], [0.098, -0.246, 0.689], [0.307, -0.273, 0.046], [-0.721, -1.077, -0.095], [-0.490, 0.880, -0.334], [-0.820, -0.347, -1.584], [-1.398, -0.506, -0.787], [0.063, -1.076, 2.087], [0.525, -0.233, -0.541]], "e_homo_ev": [-10.6, -14.2], "max_force_ev_per_a": 5.01, "gap_ha": [0.255, 0.321], "multiplicity": 3, "total_charge": 1}

(8)
{"formula": "C3H10N3O", "method": "wB97M-V/def2-TZVPD", "symbols": ["C", "C", "C", "N", "N", "N", "O", "H", "H", "H", "H", "H", "H", "H", "H", "H", "H"], "coordinates": [[-1.9182, 1.3611, 0.4955], [1.6504, -0.3586, -1.6287], [1.6631, -0.0052, 0.8953], [-0.7069, 0.6815, 0.7188], [0.9399, -0.1552, -0.4087], [-0.1941, 0.4196, -0.5100], [-1.3158, -2.0990, -0.1697], [-2.4326, 1.0750, -0.4476], [-2.5212, 1.0858, 1.3457], [-1.8205, 2.4570, 0.5028], [-0.5314, -1.6982, -0.6174], [2.4612, -1.1366, -1.5196], [0.9804, -0.5002, -2.4093], [2.7708, -0.3479, 0.8618], [1.6384, 0.9908, 1.3074], [0.8927, -0.5436, 1.5135], [-1.5561, -1.2265, 0.0703]], "forces_ev_per_angstrom": [[-1.129, 0.405, 0.071], [2.777, -0.597, 1.582], [-0.266, -2.121, -0.275], [0.903, 0.057, -2.196], [2.282, 1.741, -0.872], [-0.582, -0.202, 2.854], [1.418, -0.611, -1.179], [0.120, 0.093, 0.338], [-0.899, 0.188, 0.299], [-0.049, 0.124, -0.069], [-0.056, -1.504, -0.126], [-1.064, 0.624, -0.075], [-1.112, -0.425, -1.435], [-2.238, 0.045, -0.203], [-0.226, 0.633, -0.472], [1.631, 0.012, 0.380], [-1.508, 1.539, 1.378]], "e_homo_ev": [-1.3, -1.3], "max_force_ev_per_a": 3.25, "gap_ha": [0.202, 0.202], "multiplicity": 1, "total_charge": -1}